Formula: C3H3N3O2
Source: the OMol25 dataset
Level of theory: ωB97M-V/def2-TZVPD

Calculated values
**HOMO level**: -9.8 eV
**ΔE to the lowest compared entry with this formula, charge and spin**: 468.8 kJ/mol
**Strongest force on any atom**: 10.147 eV/Å
**Gap between HOMO and LUMO**: 8.810 eV

```
! RIJCOSX wB97M-V def2-TZVPD def2/J DEFGRID3
* xyz 0 1
O -0.082 -1.312 -1.394
C 0.351 -0.309 -0.649
N 1.149 0.659 -1.284
N 1.289 1.572 -0.319
N 0.401 1.449 0.656
C 0.037 0.047 0.601
C -0.968 -0.409 1.250
O -1.744 -1.412 0.871
H 0.836 1.758 1.584
H -1.292 0.221 1.989
H -1.328 -1.912 0.024
*
```

Formula: C3H3N3O2
Source: the OMol25 dataset
Level of theory: ωB97M-V/def2-TZVPD

Calculated values
**HOMO level**: -10.3 eV
**ΔE to the lowest compared entry with this formula, charge and spin**: 240.3 kJ/mol
**Strongest force on any atom**: 7.712 eV/Å
**Gap between HOMO and LUMO**: 10.677 eV

```
! RIJCOSX wB97M-V def2-TZVPD def2/J DEFGRID3
* xyz 0 1
O 2.085 -1.301 -0.252
C 1.541 -0.328 -0.026
O 1.914 1.014 0.302
N 0.059 -0.238 -0.245
C -0.736 0.940 -0.232
N -2.068 0.587 -0.098
C -1.869 -0.826 0.167
N -0.659 -1.254 0.129
H 2.829 0.954 0.309
H -0.454 2.021 -0.568
H -2.639 -1.568 0.514
*
```

Formula: C3H3N3O2
Source: the OMol25 dataset
Level of theory: ωB97M-V/def2-TZVPD

Calculated values
**HOMO level**: -10.5 eV
**ΔE to the lowest compared entry with this formula, charge and spin**: 300.8 kJ/mol
**Strongest force on any atom**: 8.150 eV/Å
**Gap between HOMO and LUMO**: 10.908 eV

```
! RIJCOSX wB97M-V def2-TZVPD def2/J DEFGRID3
* xyz 0 1
O 0.922 1.262 1.968
C 0.923 0.362 1.199
O 1.926 -0.540 1.146
C -0.160 -0.133 0.025
N -1.108 0.736 -0.269
C -1.622 0.370 -1.418
N -1.027 -0.706 -1.779
N -0.098 -1.034 -0.809
H 1.846 -1.363 0.503
H -2.423 0.697 -1.963
H -1.421 -1.671 -2.294
*
```

Formula: C3H3N3OS
Source: the OMol25 dataset
Level of theory: ωB97M-V/def2-TZVPD

Calculated values
**HOMO level**: -9.1 eV
**ΔE to the lowest compared entry with this formula, charge and spin**: 739.7 kJ/mol
**Strongest force on any atom**: 7.586 eV/Å
**Gap between HOMO and LUMO**: 7.891 eV

```
! RIJCOSX wB97M-V def2-TZVPD def2/J DEFGRID3
* xyz 0 1
C 0.517 0.352 0.028
C -0.586 -1.643 0.980
C -0.493 -0.257 -0.779
H -0.393 3.518 -0.899
H -0.983 -2.565 1.406
H -1.607 -0.833 -2.055
N 0.749 1.677 -0.011
N -1.205 -1.265 -0.085
N -0.674 -0.071 -2.130
O 0.194 2.158 -1.160
S 0.795 -0.655 1.565
*
```

Formula: C3H3N3OS
Source: the OMol25 dataset
Level of theory: ωB97M-V/def2-TZVPD

Calculated values
**HOMO level (spin up / spin down)**: -8.6 / -7.8 eV
**ΔE to the lowest compared entry with this formula, charge and spin**: 833.6 kJ/mol
**Strongest force on any atom**: 3.493 eV/Å
**Gap between HOMO and LUMO (spin up / spin down)**: 8.073 / 6.857 eV

```
! RIJCOSX wB97M-V def2-TZVPD def2/J DEFGRID3
* xyz 0 1
C 1.432 -0.826 1.159
C 0.641 1.417 0.521
C 0.566 -0.779 0.116
N 0.165 0.456 -0.152
N -1.437 0.003 -1.110
N -0.995 -0.904 -1.752
O -2.440 0.540 -0.796
S 1.489 0.779 1.903
H 1.609 -1.615 1.860
H 0.582 2.542 0.389
H -1.613 -1.611 -2.138
*
```

Formula: C3H3N3S
Source: the OMol25 dataset
Level of theory: ωB97M-V/def2-TZVPD

Calculated values
**HOMO level**: -9.3 eV
**ΔE to the lowest compared entry with this formula, charge and spin**: 45.0 kJ/mol
**Strongest force on any atom**: 0.540 eV/Å
**Gap between HOMO and LUMO**: 7.891 eV

```
! RIJCOSX wB97M-V def2-TZVPD def2/J DEFGRID3
* xyz 0 1
H 2.752 1.190 1.070
N 2.732 0.379 0.447
C 1.547 0.052 0.160
N 1.238 -1.050 -0.680
C -0.036 -1.089 -0.780
C -0.729 0.022 -0.044
S -2.319 0.327 0.075
N 0.318 0.672 0.515
H -0.567 -1.829 -1.359
H 0.213 1.496 1.088
*
```

Repeat the second record exactly.
Formula: C3H3N3O2
Source: the OMol25 dataset
Level of theory: ωB97M-V/def2-TZVPD

Calculated values
**HOMO level**: -10.3 eV
**ΔE to the lowest compared entry with this formula, charge and spin**: 240.3 kJ/mol
**Strongest force on any atom**: 7.712 eV/Å
**Gap between HOMO and LUMO**: 10.677 eV

```
! RIJCOSX wB97M-V def2-TZVPD def2/J DEFGRID3
* xyz 0 1
O 2.085 -1.301 -0.252
C 1.541 -0.328 -0.026
O 1.914 1.014 0.302
N 0.059 -0.238 -0.245
C -0.736 0.940 -0.232
N -2.068 0.587 -0.098
C -1.869 -0.826 0.167
N -0.659 -1.254 0.129
H 2.829 0.954 0.309
H -0.454 2.021 -0.568
H -2.639 -1.568 0.514
*
```

- Which of these has the highest ΔE to the lowest compared entry with this formula, charge and spin?
  number 5